Molecular formula: C15H43NO7S6
Method: DFT, wB97M-V/def2-TZVPD

## Properties
net charge: 0
Kohn-Sham gap: 6.388 eV

Atoms and positions in Å:
C 0.790 4.670 -1.720
S 0.585 2.959 -1.127
O 2.020 2.438 -0.972
C 0.108 3.307 0.683
H 1.209 4.582 -2.722
H 1.364 5.289 -1.031
H -0.235 4.979 -1.923
H -0.850 3.809 0.819
H 0.882 3.891 1.181
H 0.011 2.320 1.135
C -2.653 1.865 2.218
S -1.948 0.563 1.097
O -0.524 1.039 0.735
C -1.892 -0.634 2.378
H -1.980 2.110 3.040
H -3.605 1.553 2.648
H -2.607 2.708 1.529
H -1.250 -1.494 2.183
H -2.883 -1.084 2.319
H -1.815 -0.235 3.390
C 1.731 0.313 -2.504
S 2.508 -0.086 -4.159
O 3.663 -1.084 -3.831
C 1.100 -1.197 -4.831
H 0.787 0.809 -2.731
H 2.262 1.081 -1.941
H 1.498 -0.607 -1.968
H 1.353 -1.907 -5.618
H 0.201 -0.632 -5.081
H 0.826 -1.836 -3.991
C 2.590 3.637 2.015
S 1.739 3.285 3.637
O 1.054 4.592 4.141
C 0.243 2.446 2.988
H 2.418 4.605 1.543
H 2.311 2.812 1.359
H 3.652 3.443 2.168
H 0.435 1.570 2.368
H -0.483 3.054 2.449
H -0.201 2.281 3.970
C -2.476 -0.618 -0.710
S -2.020 -0.757 -2.481
O -0.642 -0.083 -2.523
C -1.928 -2.624 -2.355
H -2.813 0.355 -0.352
H -1.632 -0.987 -0.127
H -3.268 -1.366 -0.658
H -2.895 -3.126 -2.362
H -1.451 -3.088 -1.491
H -1.476 -3.110 -3.219
C -1.454 -5.609 1.672
S -0.901 -5.422 -0.055
O -2.200 -5.547 -0.883
C -0.247 -3.650 -0.005
H -2.337 -5.014 1.902
H -0.658 -5.367 2.376
H -1.829 -6.577 2.001
H 0.530 -3.550 -0.763
H 0.446 -3.742 0.832
H -0.909 -2.788 0.080
C 2.621 -1.131 -0.368
O 3.374 -0.367 -1.005
N 1.465 -0.739 0.197
C 0.804 -1.680 1.032
C 0.782 0.529 0.071
H 2.939 -2.177 -0.239
H -0.258 -1.453 0.943
H 1.000 -1.483 2.086
H 0.971 -2.712 0.722
H -0.191 0.423 -0.409
H 0.907 1.171 0.943
H 1.329 1.075 -0.698

Results of the Mulliken charge analysis, in e, for atoms 1 through 5:
1. C -1.17
2. S 0.85
3. O -0.64
4. C 0.27
5. H 0.42

Molecular formula: C15H43O6
Method: DFT, wB97M-V/def2-TZVPD

## Properties
ΔE to the lowest compared entry with this formula, charge and spin: 0.000 eV
net charge: +1
Kohn-Sham gap: 11.072 eV

Atoms and positions in Å:
O -0.266 -0.955 0.521
H 0.367 -0.311 0.915
H -0.035 -1.132 -0.425
H -1.246 -0.692 0.616
C 2.655 -2.396 1.420
C 3.488 -1.220 0.981
C 4.792 -1.609 0.326
O 2.671 -0.446 0.040
H 1.779 -2.047 1.975
H 3.199 -3.072 2.076
H 2.274 -2.956 0.563
H 3.664 -0.585 1.855
H 5.475 -0.765 0.214
H 4.635 -2.077 -0.648
H 5.324 -2.364 0.912
H 3.210 0.322 -0.176
C -0.305 2.645 3.628
C 0.317 1.257 3.669
C -0.637 0.235 4.223
O 0.597 0.819 2.325
H 0.428 3.378 3.269
H -0.616 2.980 4.615
H -1.123 2.667 2.907
H 1.246 1.286 4.243
H -0.879 0.355 5.278
H -0.246 -0.785 4.141
H -1.564 0.239 3.642
H 1.167 1.465 1.895
C 0.107 3.632 -1.907
C 0.327 2.141 -2.085
C 1.603 1.845 -2.877
O 0.400 1.472 -0.810
H -0.857 3.849 -1.449
H 0.160 4.138 -2.873
H 0.903 4.075 -1.302
H -0.481 1.693 -2.666
H 2.488 2.347 -2.470
H 1.520 2.181 -3.913
H 1.782 0.768 -2.879
H 1.212 1.814 -0.421
C 0.582 -3.355 -1.748
C -0.194 -2.545 -2.763
C -1.500 -3.198 -3.153
O -0.456 -1.271 -2.123
H -0.047 -3.532 -0.870
H 1.454 -2.771 -1.445
H 0.910 -4.320 -2.126
H 0.432 -2.394 -3.646
H -1.331 -4.163 -3.640
H -2.051 -2.587 -3.870
H -2.109 -3.412 -2.274
H -0.793 -0.674 -2.798
C -2.829 1.753 -0.444
C -3.551 0.853 0.522
C -4.913 0.423 0.010
O -2.710 -0.340 0.681
H -1.845 2.046 -0.075
H -3.429 2.646 -0.627
H -2.662 1.272 -1.411
H -3.618 1.347 1.493
H -5.674 1.175 0.210
H -5.227 -0.532 0.435
H -4.874 0.263 -1.070
H -3.101 -0.875 1.381

Results of the Mulliken charge analysis, in e, for atoms 1 through 5:
1. O 0.12
2. H 0.20
3. H 0.41
4. H 0.47
5. C -0.95

Molecular formula: C15H44N12O25S2
Method: DFT, wB97M-V/def2-TZVPD

## Properties
net charge: 0
Kohn-Sham gap: 9.262 eV

Atoms and positions in Å:
C -2.932 2.355 -1.046
C -1.971 1.361 -0.406
C -0.497 1.691 -0.676
C 0.362 0.632 -0.010
N 1.800 0.866 -0.127
O 2.498 -0.328 -0.521
S 2.644 -1.229 0.820
O 3.890 -1.940 0.694
O 1.471 -2.403 0.570
S 1.344 -2.972 -1.016
H -2.579 3.376 -0.908
H -3.055 2.170 -2.115
H -3.900 2.295 -0.551
H -2.114 1.342 0.681
H -2.154 0.344 -0.762
H -0.289 1.674 -1.745
H -0.323 2.682 -0.246
H 0.088 -0.344 -0.415
H 0.118 0.608 1.059
H 2.026 1.599 -0.787
H 0.181 -2.479 -1.489
C -0.371 -4.239 2.572
N -1.715 -4.791 2.892
O -2.156 -5.672 2.185
O -2.291 -4.313 3.850
H 0.013 -4.757 1.701
H -0.497 -3.179 2.374
H 0.269 -4.401 3.433
C -1.013 -1.615 -4.720
N -1.218 -0.337 -3.994
O -1.670 0.614 -4.591
O -0.939 -0.345 -2.808
H -1.337 -1.490 -5.746
H 0.045 -1.859 -4.666
H -1.605 -2.344 -4.170
C -4.325 -3.085 -1.015
N -3.156 -3.029 -1.932
O -3.346 -2.692 -3.086
O -2.074 -3.316 -1.468
H -5.209 -2.800 -1.572
H -4.396 -4.104 -0.646
H -4.128 -2.396 -0.200
C -6.147 5.790 1.041
N -5.234 4.915 0.257
O -4.354 4.330 0.849
O -5.429 4.841 -0.942
H -5.856 5.754 2.080
H -6.052 6.795 0.640
H -7.158 5.417 0.907
C 4.398 -4.887 2.158
N 3.090 -5.484 2.546
O 2.635 -6.378 1.863
O 2.546 -5.025 3.533
H 4.750 -5.399 1.270
H 4.234 -3.833 1.969
H 5.074 -5.035 2.990
C 4.294 3.746 1.055
N 3.585 4.227 -0.165
O 4.119 4.040 -1.239
O 2.508 4.766 -0.009
H 5.231 3.286 0.740
H 4.461 4.607 1.695
H 3.636 3.028 1.539
C -3.755 6.744 4.963
N -5.074 6.488 4.323
O -5.694 7.438 3.889
O -5.443 5.333 4.272
H -3.562 7.809 4.932
H -3.816 6.379 5.984
H -3.012 6.187 4.401
C 2.606 -6.369 -3.286
N 1.784 -5.833 -4.407
O 2.205 -5.961 -5.537
O 0.738 -5.299 -4.103
H 3.502 -6.813 -3.703
H 2.840 -5.537 -2.629
H 2.001 -7.105 -2.765
C -7.523 5.098 -3.752
N -8.902 4.544 -3.674
O -9.154 3.549 -4.319
O -9.687 5.133 -2.959
H -6.940 4.475 -4.419
H -7.601 6.113 -4.128
H -7.111 5.088 -2.747
C 6.844 -0.083 -0.868
N 6.911 0.995 0.153
O 6.555 2.103 -0.202
O 7.295 0.704 1.264
H 6.469 0.355 -1.785
H 7.839 -0.494 -1.009
H 6.163 -0.842 -0.488
C 8.068 -2.764 4.538
N 7.161 -3.243 3.460
O 6.071 -2.723 3.358
O 7.577 -4.134 2.746
H 7.561 -1.977 5.083
H 8.289 -3.614 5.177
H 8.971 -2.399 4.060

Results of the Mulliken charge analysis, in e, for atoms 1 through 5:
1. C -1.22
2. C -0.27
3. C -0.74
4. C 0.01
5. N -0.16

| no. | energy (eV) |
| --- | --- |
| 1 | -97058.0722 |
| 2 | -28531.9637 |
| 3 | -106974.0250 |